# 1
Formula: C6H14N2
Source: the Open Molecules 2025 dataset
Level of theory: the ωB97M-V functional and the def2-TZVPD basis

* SMILES: C/C(=C\N)CN(C)C
* HOMO level: -0.29069 Ha
* lowest unoccupied orbital energy: 0.97 eV
* E_tot: -9428.479 eV
* multiplicity: 1

Each line ends with the Löwdin charge.
Element x y z (Å)
C 1.37 1.55 -0.76  -0.06
C 0.99 0.15 -0.39  -0.32
C 1.71 -0.59 0.46  -0.20
N 2.92 -0.21 1.04  0.06
C -0.27 -0.42 -0.96  -0.20
N -1.48 0.06 -0.29  -0.27
C -2.61 -0.76 -0.67  -0.13
C -1.36 0.12 1.15  -0.11
H 1.43 2.20 0.12  0.08
H 0.63 1.97 -1.44  0.08
H 2.35 1.57 -1.26  0.08
H 1.42 -1.60 0.70  0.12
H 3.09 0.78 1.04  0.07
H 3.12 -0.65 1.93  0.08
H -0.22 -1.52 -0.90  0.11
H -0.37 -0.16 -2.02  0.12
H -3.52 -0.35 -0.24  0.08
H -2.71 -0.76 -1.76  0.08
H -2.50 -1.81 -0.34  0.08
H -2.31 0.44 1.57  0.08
H -1.09 -0.86 1.60  0.09
H -0.59 0.84 1.42  0.08

# 2
Formula: C3H13N2Si
Source: the Open Molecules 2025 dataset
Level of theory: the ωB97M-V functional and the def2-TZVPD basis

* HOMO level: -0.52458 Ha
* total charge: +1
* lowest unoccupied orbital energy: -4.02 eV
* E_tot: -14172.138 eV
* multiplicity: 1

Each line ends with the Löwdin charge.
Element x y z (Å)
C 0.74 0.91 2.53  -0.19
C -0.83 2.26 0.51  -0.22
C -0.29 -0.78 -0.03  -0.17
N 0.86 -2.35 -2.65  0.12
N -0.50 -0.71 -1.30  0.05
Si -0.70 0.52 1.34  0.70
H 0.59 1.86 3.05  0.05
H 0.90 0.27 3.30  -0.02
H 1.71 1.01 2.15  0.02
H -1.14 2.87 1.39  0.04
H 0.08 2.80 0.29  0.03
H -1.60 2.29 -0.23  0.01
H 0.23 -1.75 0.09  0.09
H 0.55 -2.53 -3.60  0.10
H 0.53 -3.30 -2.37  0.12
H -0.92 0.15 -1.63  0.10
H 0.01 -1.33 -2.26  0.11
H 1.81 -2.37 -2.56  0.05
H -2.02 0.18 2.00  0.01

# 3
Formula: C28H38BN5P2Re
Source: the Open Molecules 2025 dataset
Level of theory: the ωB97M-V functional and the def2-TZVPD basis

* HOMO level (alpha / beta): -0.48701 / -0.49573 Ha
* total charge: +2
* lowest unoccupied orbital energy (alpha / beta): -6.67 / -9.55 eV
* E_tot: -58461.707 eV
* multiplicity: 4

Each line ends with the Löwdin charge.
Element x y z (Å)
Re 1.50 -1.54 -0.01  0.86
C -2.32 1.53 -3.43  -0.10
C -1.94 2.54 -2.64  -0.13
C -2.73 3.09 -1.50  -0.18
C -3.66 2.11 -0.74  -0.17
C -3.20 0.69 -0.51  -0.14
C -3.17 -0.30 -1.42  -0.10
C -4.02 -0.23 -2.64  -0.17
C -3.73 1.01 -3.53  -0.16
C 1.58 -3.35 1.02  -0.30
H -1.64 1.06 -4.14  0.09
H -1.10 3.18 -2.93  0.10
H -3.38 3.91 -1.87  0.13
H -2.03 3.56 -0.79  0.10
H -3.77 2.55 0.27  0.12
H -4.65 2.10 -1.22  0.12
H -3.17 0.45 0.56  0.09
H -2.71 -1.26 -1.20  0.08
H -5.08 -0.15 -2.34  0.13
H -3.89 -1.14 -3.24  0.11
H -3.87 0.68 -4.58  0.12
H -4.45 1.81 -3.31  0.11
H 2.28 -3.88 0.36  0.03
H 0.66 -3.93 1.10  0.00
H 2.07 -3.22 2.00  0.01
P -0.05 -1.00 1.48  0.84
P 1.73 0.74 -0.10  0.92
N -1.58 -2.03 1.41  -0.14
N 0.15 -1.08 3.26  -0.22
N 1.49 0.67 -1.88  -0.23
N 3.08 1.83 -0.19  -0.16
C -0.62 0.72 1.26  -0.36
C 0.40 1.70 0.67  -0.29
C -1.75 -2.97 0.40  -0.06
C -2.96 -3.63 0.59  0.03
C -3.57 -3.05 1.73  0.04
C -2.71 -2.06 2.21  0.03
C 0.42 -2.29 3.90  -0.14
C 0.33 -2.10 5.28  -0.05
C -0.03 -0.72 5.49  -0.05
C -0.13 -0.12 4.23  -0.14
C 1.42 -0.56 -2.48  -0.20
C 1.00 -0.37 -3.79  -0.03
C 0.80 1.03 -3.97  -0.07
C 1.08 1.64 -2.77  -0.13
C 3.17 3.04 -0.88  0.02
C 4.46 3.52 -0.75  0.04
C 5.20 2.58 0.03  0.07
C 4.33 1.56 0.39  0.04
H -1.08 1.09 2.19  0.08
H -1.41 0.63 0.52  0.02
H -0.07 2.36 -0.07  0.08
H 0.86 2.34 1.44  0.10
H -0.99 -3.13 -0.36  0.11
H -3.34 -4.42 -0.03  0.13
H -4.53 -3.31 2.15  0.13
H -2.81 -1.40 3.07  0.15
H 0.69 -3.16 3.34  0.08
H 0.53 -2.86 6.02  0.11
H -0.18 -0.23 6.43  0.10
H -0.33 0.90 3.95  0.10
H 1.73 -1.50 -1.96  0.05
H 0.86 -1.15 -4.53  0.12
H 0.44 1.52 -4.85  0.12
H 1.01 2.69 -2.49  0.09
H 2.32 3.46 -1.38  0.12
H 4.83 4.45 -1.17  0.14
H 6.23 2.63 0.31  0.14
H 4.45 0.68 0.98  0.09
B 5.73 -1.67 1.47  -0.36
C 4.36 -1.65 0.87  -0.15
N 3.27 -1.58 0.45  -0.17
H 5.60 -1.85 2.67  0.06
H 6.24 -0.59 1.23  0.02
H 6.34 -2.57 0.94  0.05

# 4
Formula: C47H34F9NO4SSn
Source: the Open Molecules 2025 dataset
Level of theory: the ωB97M-V functional and the def2-TZVPD basis

* HOMO level: -0.07373 Ha
* total charge: -2
* lowest unoccupied orbital energy: 3.69 eV
* E_tot: -100097.352 eV
* multiplicity: 1

Each line ends with the Löwdin charge.
Element x y z (Å)
Sn -0.50 0.38 -0.53  1.42
O 0.35 2.59 -0.70  -0.35
C 0.93 3.08 -1.83  -0.54
C 1.87 1.99 -2.47  -0.08
C 2.76 1.44 -1.40  -0.26
C 4.04 1.94 -1.19  -0.03
C 4.75 1.49 -0.09  -0.07
C 4.16 0.58 0.76  -0.02
C 2.89 0.09 0.47  -0.24
C 2.20 -0.89 1.35  -0.08
C 1.12 -0.21 2.24  -0.49
O 0.06 0.26 1.49  -0.37
C 1.78 0.94 3.01  -0.15
C 2.70 0.69 4.03  -0.04
C 3.30 1.74 4.71  -0.10
C 2.99 3.06 4.38  -0.12
C 2.08 3.30 3.36  -0.08
C 1.47 2.25 2.68  -0.01
C 0.54 -1.23 3.25  -0.13
C -0.42 -0.76 4.15  -0.02
C -1.07 -1.63 5.01  -0.09
C -0.79 -2.99 4.98  -0.12
C 0.17 -3.46 4.10  -0.10
C 0.82 -2.58 3.23  -0.03
N 2.22 0.51 -0.61  0.14
C 1.81 4.31 -1.51  -0.14
C 2.30 4.45 -0.22  -0.02
C 3.13 5.52 0.11  -0.09
C 3.48 6.46 -0.85  -0.12
C 2.98 6.33 -2.14  -0.11
C 2.16 5.26 -2.47  -0.03
C -0.15 3.50 -2.85  -0.15
C -0.25 3.03 -4.15  -0.04
C -1.33 3.39 -4.96  -0.10
C -2.31 4.23 -4.48  -0.11
C -2.22 4.72 -3.18  -0.09
C -1.15 4.36 -2.38  -0.02
H 1.23 1.19 -2.84  0.10
H 2.45 2.41 -3.29  0.12
H 4.45 2.68 -1.86  0.11
H 5.74 1.87 0.12  0.10
H 4.67 0.22 1.65  0.11
H 1.67 -1.62 0.73  0.07
H 2.94 -1.40 1.98  0.12
H 2.93 -0.33 4.31  0.12
H 4.01 1.54 5.51  0.09
H 3.45 3.88 4.91  0.09
H 1.83 4.33 3.09  0.10
H 0.77 2.42 1.87  0.10
H -0.67 0.29 4.14  0.12
H -1.82 -1.24 5.69  0.09
H -1.31 -3.67 5.64  0.09
H 0.40 -4.52 4.06  0.09
H 1.54 -2.98 2.53  0.10
H 2.00 3.72 0.51  0.09
H 3.51 5.60 1.12  0.09
H 4.11 7.30 -0.59  0.08
H 3.24 7.06 -2.90  0.09
H 1.76 5.17 -3.47  0.11
H 0.50 2.36 -4.55  0.10
H -1.39 2.99 -5.97  0.09
H -3.17 4.48 -5.10  0.09
H -2.98 5.38 -2.79  0.10
H -1.09 4.70 -1.36  0.12
F -4.32 -1.18 1.01  0.15
C -4.75 0.04 0.69  -0.54
F -4.10 0.90 1.49  0.15
F -6.06 0.10 1.05  0.12
C -4.47 0.36 -0.83  -0.42
O -3.20 0.23 -1.11  -0.25
C -4.96 1.84 -1.12  -0.53
F -6.27 2.07 -0.86  0.11
F -4.76 2.15 -2.40  0.14
F -4.27 2.72 -0.38  0.15
C -5.35 -0.61 -1.70  -0.54
F -5.10 -0.43 -3.00  0.14
F -6.69 -0.48 -1.55  0.11
F -5.06 -1.89 -1.42  0.14
C -3.16 -8.33 -0.32  -0.05
C -2.44 -9.31 -1.21  -0.73
O -2.99 -10.17 -1.84  -0.01
S -0.62 -9.24 -1.22  0.96
C -0.33 -7.49 -1.18  -0.60
C -0.56 -6.72 -2.32  -0.11
C -0.39 -5.35 -2.28  -0.03
C 0.02 -4.70 -1.10  -0.26
C 0.28 -5.50 0.02  -0.03
C 0.11 -6.87 -0.01  -0.12
C 0.14 -3.28 -1.03  -0.19
C 0.24 -2.06 -0.98  -0.13
H -4.21 -8.31 -0.59  0.08
H -2.73 -7.34 -0.38  0.07
H -3.05 -8.68 0.70  0.09
H -0.88 -7.21 -3.23  0.10
H -0.57 -4.75 -3.16  0.11
H 0.61 -5.01 0.93  0.10
H 0.30 -7.47 0.87  0.10

# 5
Formula: C28H55FNO11PS
Source: the Open Molecules 2025 dataset
Level of theory: the ωB97M-V functional and the def2-TZVPD basis

* SMILES: O=C1C[C@H](S(=O)(=O)F)[C@H](P(O)O)N1.C1CCOC1.C1CCOC1.C1CCOC1.C1CCOC1.C1CCOC1.C1CCOC1
* HOMO level: -0.33618 Ha
* lowest unoccupied orbital energy: 0.44 eV
* E_tot: -76780.487 eV
* multiplicity: 1

Each line ends with the Löwdin charge.
Element x y z (Å)
O -2.94 -0.19 -2.55  0.15
C -1.87 -0.70 -2.64  -0.42
C -0.52 -0.03 -2.82  -0.07
C 0.30 -0.81 -1.80  -0.32
S 2.01 -0.65 -2.18  0.60
O 2.34 0.72 -2.03  -0.24
O 2.36 -1.31 -3.38  -0.27
F 2.70 -1.45 -1.02  -0.13
C -0.39 -2.23 -1.71  -0.37
P 0.60 -3.76 -2.24  0.87
O 0.79 -4.41 -0.75  -0.28
O -0.63 -4.60 -2.89  -0.29
N -1.62 -2.13 -2.53  0.05
H -0.54 1.04 -2.63  0.14
H -0.19 -0.15 -3.85  0.11
H 0.15 -0.32 -0.83  0.12
H -0.63 -2.38 -0.66  0.11
H 0.01 -4.31 -0.20  0.05
H -1.42 -4.63 -2.34  0.06
H -1.36 -2.38 -3.49  0.08
C -1.05 -3.50 -7.47  -0.16
C 0.28 -3.36 -6.73  -0.15
C 0.02 -2.12 -5.89  -0.19
O -1.38 -2.12 -5.58  -0.18
C -2.05 -3.09 -6.39  -0.19
H -1.24 -4.51 -7.84  0.11
H -1.10 -2.82 -8.31  0.11
H 0.44 -4.22 -6.08  0.11
H 1.14 -3.25 -7.38  0.12
H 0.26 -1.20 -6.44  0.11
H 0.58 -2.10 -4.95  0.09
H -2.33 -3.94 -5.76  0.12
H -2.96 -2.64 -6.80  0.12
C -3.35 1.92 -6.63  -0.16
C -2.33 1.34 -7.60  -0.16
C -1.03 1.53 -6.83  -0.20
O -1.37 1.42 -5.44  -0.15
C -2.80 1.47 -5.29  -0.20
H -4.37 1.57 -6.80  0.11
H -3.36 3.01 -6.69  0.11
H -2.52 0.28 -7.76  0.11
H -2.31 1.84 -8.57  0.11
H -0.60 2.52 -7.01  0.12
H -0.28 0.78 -7.06  0.10
H -3.15 0.47 -5.03  0.11
H -3.04 2.14 -4.47  0.12
C 1.55 3.15 1.37  -0.15
C 1.17 2.56 2.73  -0.16
C 0.01 1.65 2.36  -0.20
O 0.26 1.20 1.02  -0.16
C 1.32 1.97 0.44  -0.21
H 2.57 3.54 1.33  0.09
H 0.87 3.97 1.12  0.12
H 2.01 1.97 3.12  0.12
H 0.91 3.31 3.47  0.11
H -0.94 2.19 2.38  0.12
H -0.09 0.78 3.02  0.11
H 2.21 1.34 0.38  0.11
H 1.03 2.26 -0.57  0.11
C -1.38 1.60 7.15  -0.17
C -1.12 0.10 7.31  -0.17
C -1.75 -0.45 6.04  -0.20
O -1.60 0.56 5.04  -0.15
C -1.19 1.79 5.65  -0.21
H -0.71 2.23 7.73  0.11
H -2.41 1.84 7.43  0.11
H -0.05 -0.10 7.32  0.12
H -1.55 -0.32 8.21  0.11
H -2.82 -0.65 6.18  0.12
H -1.27 -1.37 5.70  0.10
H -0.13 1.97 5.40  0.11
H -1.78 2.61 5.24  0.12
C 5.27 6.95 0.35  -0.17
C 5.76 5.54 0.03  -0.17
C 5.34 4.78 1.28  -0.21
O 4.15 5.42 1.76  -0.16
C 3.97 6.66 1.08  -0.20
H 5.13 7.58 -0.53  0.11
H 5.98 7.45 1.02  0.11
H 5.24 5.15 -0.84  0.11
H 6.83 5.48 -0.15  0.11
H 6.11 4.83 2.06  0.12
H 5.12 3.73 1.09  0.11
H 3.13 6.56 0.38  0.12
H 3.71 7.42 1.82  0.12
C -1.10 -5.85 7.20  -0.17
C -2.02 -5.40 8.33  -0.17
C -1.81 -3.90 8.33  -0.21
O -1.52 -3.53 6.97  -0.16
C -1.27 -4.71 6.20  -0.20
H -1.36 -6.82 6.77  0.11
H -0.07 -5.89 7.55  0.11
H -3.06 -5.64 8.08  0.11
H -1.79 -5.86 9.29  0.11
H -0.95 -3.62 8.95  0.12
H -2.68 -3.34 8.66  0.12
H -2.12 -4.89 5.54  0.12
H -0.38 -4.54 5.59  0.12

- What is the formula in the fourth record?
  C47H34F9NO4SSn